1.
{"formula": "C5H4O5", "method": "wB97M-V/def2-TZVPD", "energy_ha": -569.082914, "smiles": "CC(=O)C(O)=C=O.O=C=O", "homo_lumo_gap_ev": 8.7, "largest_force_ev_per_a": 4.59, "species": ["C", "C", "C", "C", "C", "O", "O", "O", "O", "O", "H", "H", "H", "H"], "positions_angstrom": [[2.53, -1.59, 0.61], [2.75, 1.28, -0.48], [0.77, 0.68, 0.83], [1.65, 0.54, -0.40], [-0.66, 0.27, 0.55], [3.39, -1.65, -0.12], [3.68, 1.95, -0.40], [1.10, 1.26, 1.82], [1.72, -1.71, 1.43], [1.00, -0.11, -1.38], [-1.39, 0.92, 0.93], [-0.94, -0.60, 1.12], [-0.81, 0.12, -0.54], [1.27, 0.20, -2.33]], "nbo_charge": [1.03, 0.71, 0.58, -0.17, -0.74, -0.51, -0.39, -0.54, -0.53, -0.68, 0.24, 0.25, 0.25, 0.50]}

=====

2.
{"formula": "C5H4S", "method": "wB97M-V/def2-TZVPD", "energy_ha": -590.962899, "smiles": "C#C/C=C/C=S", "homo_lumo_gap_ev": 7.1, "largest_force_ev_per_a": 8.46, "species": ["C", "C", "C", "C", "C", "S", "H", "H", "H", "H"], "positions_angstrom": [[0.16, -1.24, 0.92], [-0.10, 0.06, 0.68], [0.63, -2.33, 1.32], [-0.35, 1.61, -1.08], [-0.41, 0.31, -0.66], [-0.47, 2.30, -2.59], [-0.26, 2.27, -0.23], [0.20, 0.79, 1.32], [1.08, -3.21, 1.53], [-0.48, -0.56, -1.21]], "nbo_charge": [-0.06, -0.18, -0.14, -0.28, -0.21, 0.01, 0.18, 0.23, 0.23, 0.22]}

=====

3.
{"formula": "C5H4S", "method": "wB97M-V/def2-TZVPD", "energy_ha": -591.030334, "smiles": "S=C1C=CC=C1", "homo_lumo_gap_ev": 7.2, "largest_force_ev_per_a": 4.55, "species": ["C", "C", "C", "C", "C", "H", "H", "H", "H", "S"], "positions_angstrom": [[1.14, 0.04, 0.13], [0.23, 1.15, 0.04], [-1.06, 0.67, -0.07], [-0.94, -0.78, -0.10], [0.33, -1.15, 0.12], [0.41, 2.32, 0.04], [-1.88, 1.29, 0.06], [-1.78, -1.41, -0.21], [0.82, -2.16, 0.05], [2.74, 0.03, -0.06]], "nbo_charge": [-0.18, -0.26, -0.18, -0.18, -0.27, 0.24, 0.22, 0.22, 0.24, 0.17]}

=====

4.
{"formula": "C5H4S", "method": "wB97M-V/def2-TZVPD", "energy_ha": -590.796111, "multiplicity": 3, "homo_lumo_gap_ev": [7.1, 6.8], "s2": 2.027, "largest_force_ev_per_a": 5.84, "species": ["C", "C", "C", "C", "C", "S", "H", "H", "H", "H"], "positions_angstrom": [[-0.05, -1.23, 0.21], [0.57, -2.28, -0.15], [-1.12, -0.33, 0.49], [-0.74, 0.68, -0.30], [0.63, 0.05, -0.66], [1.92, 0.92, 0.19], [-2.03, -0.40, 1.20], [-1.35, 1.56, -0.58], [0.96, -0.13, -1.67], [1.21, 1.15, 1.28]], "nbo_charge": [-0.18, 0.02, -0.24, -0.08, -0.41, 0.07, 0.23, 0.23, 0.25, 0.11]}

=====

5.
{"formula": "C5H5Br15", "method": "wB97M-V/def2-TZVPD", "energy_ha": -38803.621198, "homo_lumo_gap_ev": 9.6, "largest_force_ev_per_a": 1.88, "species": ["C", "Br", "Br", "Br", "H", "C", "Br", "Br", "Br", "H", "C", "Br", "Br", "Br", "H", "C", "Br", "Br", "Br", "H", "C", "Br", "Br", "Br", "H"], "positions_angstrom": [[-4.65, 5.56, -3.58], [-6.44, 4.88, -3.24], [-3.51, 4.14, -4.41], [-4.02, 6.17, -1.78], [-4.67, 6.40, -4.28], [2.24, 2.01, 5.30], [4.00, 2.92, 5.21], [1.24, 2.77, 6.88], [2.43, 0.04, 5.58], [1.63, 2.24, 4.42], [0.23, 0.90, -0.72], [1.51, -0.59, -0.30], [1.12, 2.68, -1.12], [-1.12, 1.12, 0.65], [-0.30, 0.54, -1.60], [7.16, -4.77, 0.40], [8.42, -5.23, -1.06], [8.18, -4.55, 2.04], [5.68, -6.06, 0.60], [6.69, -3.84, 0.08], [-5.09, -3.38, -1.85], [-3.65, -4.70, -1.64], [-6.00, -2.96, -0.16], [-6.37, -3.90, -3.34], [-4.69, -2.40, -2.08]], "nbo_charge": [-0.44, 0.09, 0.07, 0.06, 0.22, -0.43, 0.08, 0.04, 0.08, 0.22, -0.45, 0.06, 0.07, 0.10, 0.22, -0.47, 0.06, 0.10, 0.08, 0.22, -0.45, 0.10, 0.08, 0.06, 0.22]}

=====

6.
{"formula": "C5H5Br2N", "method": "wB97M-V/def2-TZVPD", "energy_ha": -5396.178834, "homo_lumo_gap_ev": 8.5, "largest_force_ev_per_a": 5.60, "species": ["C", "C", "C", "C", "C", "N", "Br", "Br", "H", "H", "H", "H", "H"], "positions_angstrom": [[1.07, -0.74, 0.52], [1.11, 0.68, 0.67], [-0.27, -1.06, 0.29], [-0.16, 1.18, 0.35], [-2.27, 0.00, -0.30], [-0.92, 0.06, 0.12], [-3.45, 1.26, 0.35], [-3.13, -1.69, -0.36], [1.88, -1.43, 0.50], [1.96, 1.28, 1.10], [-0.67, -2.01, 0.03], [-0.65, 2.13, 0.41], [-2.21, 0.31, -1.99]], "nbo_charge": [-0.30, -0.26, -0.05, -0.09, -0.20, -0.43, 0.14, 0.12, 0.23, 0.23, 0.23, 0.23, 0.15]}

=====

7.
{"formula": "C5H5Br2OP", "method": "wB97M-V/def2-TZVPD", "energy_ha": -5758.103401, "smiles": "CC1=CC=C(Br)P(Br)O1", "homo_lumo_gap_ev": 8.7, "largest_force_ev_per_a": 3.94, "species": ["C", "C", "C", "C", "C", "O", "P", "Br", "Br", "H", "H", "H", "H", "H"], "positions_angstrom": [[-0.53, 0.29, 0.54], [-0.30, 1.66, 0.32], [0.20, -0.86, 0.37], [0.54, 2.10, -0.60], [-0.38, -2.21, 0.72], [1.38, -0.91, -0.35], [1.63, 0.54, -1.30], [1.15, 3.84, -1.02], [0.17, 0.15, -2.99], [-1.45, 0.18, 1.18], [-1.00, 2.41, 0.84], [0.46, -2.91, 0.71], [-0.79, -2.04, 1.64], [-1.06, -2.25, -0.06]], "nbo_charge": [-0.39, -0.26, 0.41, -0.37, -0.66, -0.73, 1.00, 0.12, -0.27, 0.23, 0.23, 0.23, 0.23, 0.24]}

=====

8.
{"formula": "C5H5BrFN", "method": "wB97M-V/def2-TZVPD", "energy_ha": -2922.066947, "smiles": "F/C=N/C=C\\C=C/Br", "homo_lumo_gap_ev": 10.1, "largest_force_ev_per_a": 4.98, "species": ["C", "C", "C", "C", "C", "N", "F", "Br", "H", "H", "H", "H", "H"], "positions_angstrom": [[-0.67, -0.21, -1.21], [-1.45, 0.06, 0.03], [0.51, -0.73, -1.19], [-1.20, 1.11, 0.85], [1.68, -0.79, 0.87], [1.23, -1.40, -0.11], [2.22, -1.36, 1.87], [0.10, 2.55, 0.42], [-0.97, 0.10, -2.21], [-2.22, -0.52, 0.26], [1.04, -0.58, -2.18], [-1.95, 1.42, 1.58], [1.68, 0.35, 1.02]], "nbo_charge": [-0.30, -0.22, 0.00, -0.23, 0.53, -0.50, -0.30, 0.00, 0.23, 0.21, 0.21, 0.22, 0.14]}

=====

9.
{"formula": "C5H5BrN2O4S", "method": "wB97M-V/def2-TZVPD", "energy_ha": -3575.958841, "homo_lumo_gap_ev": [6.8, 6.8], "largest_force_ev_per_a": 2.47, "species": ["C", "C", "C", "C", "C", "N", "N", "O", "O", "O", "O", "S", "Br", "H", "H", "H", "H", "H"], "positions_angstrom": [[0.39, -0.13, -0.12], [-0.47, 0.47, 0.74], [0.01, 1.69, 1.44], [1.63, 0.63, -0.18], [0.21, -1.34, -0.94], [-1.82, 0.08, 1.03], [2.55, 0.68, -1.29], [-2.27, -0.93, 0.53], [3.27, 1.65, -1.28], [-2.43, 0.81, 1.79], [2.51, -0.17, -2.14], [1.58, 2.14, 0.65], [3.38, -0.81, 0.99], [-0.69, 2.53, 1.36], [0.18, 1.50, 2.50], [0.37, -1.10, -1.99], [-0.79, -1.76, -0.80], [0.96, -2.08, -0.67]], "nbo_charge": [-0.01, 0.11, -0.59, 0.03, -0.67, 0.51, 0.47, -0.35, -0.35, -0.36, -0.33, 0.51, -0.30, 0.28, 0.27, 0.26, 0.26, 0.26]}